(1)
2 unconnected molecules or ions with the total composition C3H8N2O, computed with ωB97M-V/def2-TZVPD.

The geometry in XYZ format:
```
14
Properties=species:S:1:pos:R:3:mulliken_charge:R:1
H -0.3395 -0.6637 0.8118 0.26
H 1.1249 -0.5821 -1.7162 0.33
H -0.6504 -0.5946 -1.6740 0.26
N 0.2995 -0.2368 0.1568 -0.19
H 2.1910 -1.0242 0.8178 0.32
N -2.3528 0.5254 0.5803 -0.60
C 0.2534 -0.9043 -1.1368 -0.90
H 2.1932 0.5935 0.0769 0.28
C -1.7248 1.5046 0.1851 0.78
H 1.5616 0.3877 1.7122 0.33
C 1.6233 -0.0831 0.7229 -0.99
H -3.3410 0.6579 0.7368 0.25
O -1.1163 2.4253 -0.1935 -0.42
H 0.2777 -2.0056 -1.0800 0.29
```

As for the SMILES: N=C=O.CNC. The energy comes out at -8267.937 eV. As for the energy above the lowest of the compared OMol25 structures with the same formula, charge and spin: 134.0 kJ/mol. For the gap between HOMO and LUMO, the calculation gives 9.5 eV.


(2)
A molecular structure, C2H3EuLiO4 at a distorted geometry, computed with ωB97M-V/def2-TZVPD.

The geometry in XYZ format:
```
11
Properties=species:S:1:pos:R:3:mulliken_spin:R:1
Li 3.5053 -1.0190 -0.1319 0.13
Eu 0.7770 1.0856 0.0865 7.21
O -1.4145 1.4343 -0.0106 -0.03
H -2.9487 0.3447 -0.9153 0.00
O -0.4025 -1.0257 0.0930 0.00
H -3.0179 0.3994 0.8390 0.00
C -1.6261 -0.9408 0.0572 0.02
H -2.2428 -1.8566 0.0068 0.00
O 4.8477 0.5330 0.7525 -0.18
C -2.2960 0.3949 -0.0120 0.00
O 4.8183 0.6503 -0.7653 -0.15
```

Its spin multiplicity is 8. The energy comes out at -29839.212 eV. For the gap between HOMO and LUMO (spin up / spin down), the calculation gives 2.8 / 3.9 eV.


(3)
A molecular structure, C21H25BBr54ClO3P at a distorted geometry, computed with ωB97M-V/def2-TZVPD.

The geometry in XYZ format:
```
106
Properties=species:S:1:pos:R:3:mulliken_charge:R:1
Br 7.1733 0.6051 -9.2834 0.01
Br -10.1479 1.3894 0.7267 -0.04
P -1.5428 2.5483 -0.3452 0.09
Br -6.9148 2.8278 2.0933 -0.01
Br 11.5870 12.3085 -0.6516 -0.02
Br -2.2947 -4.7615 -12.6420 -0.04
Br 4.6463 1.6122 -6.2927 0.01
Br -5.4223 -4.2569 10.8576 0.00
Br -6.2585 -6.4859 8.7467 0.00
Br 3.5580 -5.6744 7.4039 -0.01
Br -7.5203 -1.7398 -2.4014 0.01
Br -7.2408 -5.3831 -8.8407 0.00
C -3.0558 -4.7436 -10.8762 -0.28
H 0.6033 1.9951 -2.7097 0.41
H -9.6899 -0.4737 6.4113 -0.38
B 0.3115 1.9101 -0.4631 0.13
C 7.1063 -7.1095 5.7620 -0.21
Br 8.4569 9.3855 -2.0759 0.00
C 2.4139 2.4461 -1.6681 0.50
Br -5.9008 3.3124 8.1329 -0.01
C 7.7468 9.3980 -3.8649 -0.33
Cl 2.1659 4.2295 -1.5656 -0.24
H -0.7229 4.5399 -0.3847 0.31
Br 5.9975 -0.5055 -4.3406 0.00
Br -4.7745 -4.7189 -6.9288 -0.05
Br 7.1358 2.4617 -4.5010 -0.01
H -7.1475 -0.1514 -4.2516 0.35
H 7.3249 8.4202 -4.0472 0.34
H -11.1034 -0.3751 2.1640 0.38
Br -8.3615 5.3325 8.1974 -0.01
C -6.4946 -0.8699 -3.7787 -0.39
Br 7.1015 -7.5290 3.8858 -0.01
H -2.2522 -4.5371 -10.1852 0.34
C -10.0125 -0.8446 7.3733 0.40
Br 1.5284 -8.0630 7.9323 -0.01
Br -8.7096 -2.1382 7.9430 -0.01
O -1.4735 4.1274 -0.8322 -0.43
H -8.3262 2.8669 8.0696 -0.22
H -7.5054 -4.5162 9.5568 -0.25
Br -5.0128 0.1138 -3.0493 0.07
Br -5.9248 -2.1128 -5.1348 0.03
H 4.4091 -1.0331 4.2463 0.36
Br -7.9439 3.4097 5.6957 0.04
Br 1.4052 -6.4491 5.1960 0.03
H 3.2349 -7.7880 6.1709 0.06
C 5.1248 5.9010 0.1518 -0.15
C -6.4141 -5.7071 -7.1355 -0.31
Br -7.9681 -6.0858 11.4011 0.00
Br 5.8124 4.1091 0.2253 0.03
Br 9.1418 9.6803 -5.1577 -0.02
Br 6.3285 10.6793 -4.0496 0.01
Br 8.8912 -6.9111 6.4437 -0.03
Br 12.2317 12.5524 -3.7606 -0.01
H 1.5680 2.5434 1.1436 0.36
O -2.3420 1.7981 -1.5776 -0.32
H 2.0826 -6.3173 1.6486 -0.11
Br 4.8944 -1.4991 -9.9822 -0.01
H -2.4900 0.8807 -1.3164 0.28
H 3.3272 -3.2121 -0.9927 0.42
Br 6.1026 -8.3989 6.7769 -0.03
Br 9.4441 13.5853 -2.6269 0.00
Br 4.5837 6.5291 1.8873 -0.03
Br 6.3703 7.1057 -0.6867 0.11
H 1.4628 0.6419 -1.8535 -0.80
H 4.7211 0.8468 -9.2397 0.06
Br -11.7447 -1.6332 7.1239 0.00
C 5.5760 1.3477 -4.6286 0.46
C 1.0092 1.6287 0.8986 -0.75
C 10.8630 12.3030 -2.4327 0.20
Br 3.7273 -1.2199 0.4119 0.08
Br 5.0989 0.7697 2.7064 -0.02
Br 6.4643 -2.0404 3.3211 0.00
H 4.9037 1.6475 -3.8369 -0.42
O 3.5041 1.9869 -1.5791 -0.43
C -10.0906 -0.0244 2.0344 -0.39
H 10.4331 11.3260 -2.5981 -0.27
H 1.7725 0.8608 0.7602 0.12
Br 3.5661 -7.9951 2.6657 0.10
Br -4.8542 3.2601 -0.3120 -0.01
H 6.6084 -6.1573 5.8795 0.27
C 2.2654 -7.3546 1.4076 0.04
C -6.2676 2.1817 0.4028 -0.22
Br 1.6052 -3.5591 0.7414 0.01
C 1.1413 1.6904 -1.8138 0.45
Br 1.5544 -1.7183 -1.8596 -0.09
Br 5.1304 1.2035 -11.6476 -0.01
C 5.3851 0.3597 -9.9383 -0.08
Br 2.9350 -7.3959 -0.3925 -0.05
Br -9.4907 0.6155 3.7506 0.08
H -7.0952 2.2297 -0.2906 0.30
H 4.2397 5.8729 -0.4667 0.11
Br -10.0844 0.6614 8.5721 -0.02
C -7.7192 3.6238 7.5954 0.16
C 5.3779 -0.6141 4.0165 -0.35
Br -3.7820 -6.4608 -10.4020 -0.01
C 2.5314 -7.0944 6.6113 -0.08
Br -6.1513 -7.5845 -6.8179 -0.02
Br 0.5873 -8.2789 1.5710 0.00
Br -4.3477 -3.3318 -10.6749 -0.02
Br -9.0494 -1.5221 1.4316 0.00
Br -5.7218 0.3413 0.4976 -0.05
H 0.3176 1.3811 1.6989 0.37
H -7.0942 -5.3456 -6.3780 0.35
C -6.8788 -5.2328 10.0667 0.23
Br 6.0945 0.0988 5.6497 -0.04
C 2.6542 -2.5285 -0.4955 -0.44
```

The energy comes out at -3833101.030 eV. For the gap between HOMO and LUMO, the calculation gives 7.2 eV.


(4)
A molecular structure, C33H28ILiN3P2S2 at a distorted geometry, computed with ωB97M-V/def2-TZVPD.

The geometry in XYZ format:
```
70
Properties=species:S:1:pos:R:3:mulliken_charge:R:1
C 0.6298 -4.8488 -0.2676 -0.58
H -4.3163 5.2943 -2.0226 0.34
C -1.2132 -3.6186 1.4193 -0.11
C 0.8687 1.1672 -5.4923 -0.41
H -2.6976 1.2963 -2.4271 0.40
H -1.1347 -5.4730 2.5598 0.32
C -1.1535 4.0865 -1.9706 0.03
N -1.3370 2.7764 -2.1824 0.20
I 0.7075 4.9675 -1.8141 0.10
H 3.2830 -3.0472 3.6681 0.33
Li 0.3970 1.0514 -2.2707 0.70
C -3.7091 0.9488 2.1742 -0.65
N 0.5235 0.5156 -4.4061 -0.36
P -1.1189 -1.2287 -0.1099 1.27
H 4.9176 -3.4355 -0.3027 0.36
H -0.6644 -1.2087 -4.2032 0.15
C 0.3131 -3.5153 -0.4349 -0.44
C -3.2053 0.7869 3.4583 -0.56
C -2.1588 -0.0793 3.6787 -0.91
C 4.0406 -3.4404 1.7005 -0.43
H 4.5540 -4.3578 2.0664 0.32
C 3.6483 -1.7331 0.0092 -0.50
C -2.6232 2.3701 -2.2731 -0.13
C -2.1920 5.0278 -1.8045 -0.58
H 3.4491 2.8297 4.0016 0.34
H -0.3703 2.0604 0.9762 0.57
H -0.4608 3.9023 2.7771 0.41
H 0.4058 -6.5812 0.9732 0.36
C 2.5958 2.6515 3.3559 -0.64
C 0.4844 2.2943 1.6419 -0.16
C 1.4649 3.4273 3.4914 -0.45
H -1.8815 -0.3559 4.6959 0.36
P 1.8398 0.2817 0.2410 1.11
H -4.7135 2.7875 -2.3100 0.44
N -0.2800 -0.5237 -4.8422 0.20
C 2.8154 -1.0655 0.8995 0.11
H 1.4313 4.1773 4.2974 0.34
H -0.9277 -1.2906 -6.7174 0.43
C 0.1267 -5.5418 0.8087 -0.38
C 2.6935 -1.5045 2.2248 -0.04
S 2.7717 1.2649 -1.3169 -0.67
H -0.6767 -1.3812 2.8643 0.46
C -3.7277 3.2005 -2.1840 -0.82
C 0.2861 0.5765 -6.6504 -0.56
H -3.4026 0.4535 0.0319 0.24
S -2.3696 -1.3053 -1.6209 -0.69
H 3.6944 1.2058 2.1838 0.43
H -1.9898 6.0717 -1.5857 0.39
H 0.7819 -2.9540 -1.2546 0.15
H 2.0832 -0.9564 2.9370 0.41
C 0.4241 3.2793 2.6391 -0.88
C 3.3134 -2.6842 2.6246 -0.70
C 2.7332 1.7254 2.3290 -0.34
C 1.6314 1.5205 1.5204 0.20
C -0.6531 -2.8909 0.3670 0.00
C -1.9891 -0.5063 1.3095 -0.34
C -0.7515 -4.9198 1.6777 -0.68
C -3.5015 4.5565 -1.9611 -0.32
C -1.5182 -0.7069 2.6120 0.10
H 0.3979 0.9289 -7.6629 0.34
C -0.4290 -0.5051 -6.1684 -0.34
H -1.9780 -3.1793 2.0325 0.57
H 1.3123 -5.3321 -0.9702 0.35
H -4.5994 1.5697 2.0242 0.36
C 0.3035 -0.2391 -0.3983 -0.76
C 4.2459 -2.9464 0.4155 -0.57
C -3.0687 0.3498 1.0673 -0.25
H 3.7751 -1.3461 -1.0150 0.26
H 1.5101 2.0354 -5.4577 0.46
H -3.6413 1.2635 4.3426 0.36
```

As for the total charge: -1. The energy comes out at -87701.967 eV. For the gap between HOMO and LUMO, the calculation gives 5.1 eV.


(5)
C4H8O in the gas phase at a distorted geometry, computed with ωB97M-V/def2-TZVPD.

The geometry in XYZ format:
```
13
Properties=species:S:1:pos:R:3:mulliken_charge:R:1
H 0.8686 1.2319 1.3769 0.35
H 1.1333 -0.5012 1.7090 0.37
H -0.4199 1.7948 -0.9427 0.33
C -1.2953 -0.7750 0.5310 -0.85
H -1.2097 -0.9959 1.6079 0.21
H -1.3511 -1.5663 -0.3802 0.43
H -1.0703 0.4195 -1.8554 0.32
C -0.0974 -0.1120 -0.0137 1.40
O -0.0206 -1.5134 -0.2493 -0.45
H 0.6888 0.7209 -1.8261 0.32
C -0.2334 0.7557 -1.2374 -1.40
H 1.9740 0.2877 0.3582 0.31
C 1.0330 0.2534 0.9218 -1.33
```

As for the SMILES: CC1(C)CO1. The energy comes out at -6321.414 eV. As for the energy above the lowest of the compared OMol25 structures with the same formula, charge and spin: 362.2 kJ/mol. For the gap between HOMO and LUMO, the calculation gives 10.7 eV.


(6)
A molecular structure, C25H21Br3F4 at a distorted geometry, computed with ωB97M-V/def2-TZVPD.

The geometry in XYZ format:
```
53
Properties=species:S:1:pos:R:3:mulliken_charge:R:1
H -1.5355 -4.3734 -1.6362 0.41
C 0.3596 -5.3419 -2.0331 -0.21
C -0.7769 1.7288 6.1209 -0.52
H -0.8357 2.4347 2.7934 0.36
H 0.1062 0.0082 7.0114 0.35
C -0.6446 1.9051 3.7243 -0.03
H 0.2874 2.4256 0.0287 0.13
C -0.2227 2.1707 -0.8885 -0.10
H 2.1426 1.3424 1.4534 0.59
C -0.4582 -4.2575 -1.7938 -0.59
F -5.1451 -2.6254 -2.0149 -0.33
H 4.2928 4.4608 -0.6243 0.38
H 0.7814 -0.9939 4.7274 0.44
H -0.1072 -6.3236 -2.0838 0.33
C 0.1051 -3.0156 -1.7340 0.74
F 0.3085 0.1101 2.5219 -0.26
C 2.2215 -3.9009 -2.1532 -0.16
C -4.4502 -2.1144 -3.0198 0.42
H -1.4453 3.4345 5.0710 0.35
C -3.0223 -0.8175 -5.0059 -0.94
C -4.0207 -1.7276 -5.3263 -0.07
C -1.0026 2.4388 4.9693 -0.45
H -3.1924 -1.0866 -1.6272 0.32
Br -0.7577 3.7040 -1.9376 -0.02
C -3.4599 -1.2424 -2.6529 -0.33
H -4.3098 -1.9326 -6.3623 0.32
H -1.0498 2.0829 7.1115 0.37
C 1.4227 -2.7880 -1.9316 -0.57
H 1.8295 -1.8062 -1.7134 0.26
C 2.8647 2.9972 2.6744 0.37
C 3.2730 2.8150 0.3124 -0.33
C -0.1130 0.4871 6.0562 -0.37
F 2.4492 2.4451 3.7917 -0.29
C -4.7328 -2.3988 -4.3534 -0.74
C -2.7686 -0.5962 -3.6472 0.26
H 3.6402 4.6792 3.6609 0.41
F -0.6965 -1.9275 -1.5317 -0.06
Br -1.8644 1.2167 -0.4991 0.00
H 4.6267 5.6368 1.5192 0.37
H 3.2805 -3.8575 -2.3454 0.32
H -5.4804 -3.1356 -4.6569 0.40
H 2.4265 -5.9876 -2.4662 0.41
C 1.7468 -5.1886 -2.2284 -0.83
H -1.9764 0.0574 -3.3273 0.22
C 3.5412 4.2105 2.6887 -0.52
Br 0.8681 1.0514 -1.9843 0.00
C 3.9284 4.0286 0.3100 -0.71
H -2.4450 -0.3584 -5.7954 0.40
C 0.2564 -0.0560 4.8155 -0.54
H 3.0642 2.3044 -0.6210 0.40
C 2.6795 2.2993 1.4720 -0.34
C -0.0652 0.6632 3.6702 0.32
C 4.0760 4.7154 1.4908 -0.34
```

The energy comes out at -247261.908 eV. As for the energy above the lowest of the compared OMol25 structures with the same formula, charge and spin: 56.4 kJ/mol. For the gap between HOMO and LUMO, the calculation gives 9.1 eV.


(7)
2 unconnected molecules or ions with the total composition C2H6NO3 at a distorted geometry, computed with ωB97M-V/def2-TZVPD.

The geometry in XYZ format:
```
12
Properties=species:S:1:pos:R:3:mulliken_charge:R:1
H 2.7410 -0.1265 1.0685 0.24
C 2.6491 -0.7203 0.1648 -0.08
H -1.3805 1.5402 1.3623 0.30
N -0.9548 -0.3719 -0.5897 0.19
H -1.0245 1.8921 -0.2559 0.36
H 3.5435 -1.2145 -0.3388 0.26
H -2.6894 1.7445 0.2005 0.31
H -0.0819 -1.7983 -1.1240 0.52
C -1.7228 1.3929 0.3780 -0.50
O -0.9719 -1.6611 -0.7411 -0.18
O 1.5926 -0.7451 -0.4321 -0.43
O -1.7005 0.0680 0.3074 0.02
```

As for the total charge: +1. The energy comes out at -9791.106 eV. As for the energy above the lowest of the compared OMol25 structures with the same formula, charge and spin: 577.4 kJ/mol. For the gap between HOMO and LUMO, the calculation gives 8.0 eV.


(8)
13 unconnected molecules or ions with the total composition C13H52O13 at a distorted geometry, computed with ωB97M-V/def2-TZVPD.

The geometry in XYZ format:
```
78
Properties=species:S:1:pos:R:3:mulliken_charge:R:1
O 3.4168 -0.8854 1.1997 -0.52
H 1.3584 -2.6459 4.7509 0.31
H -3.9837 -1.0339 0.5031 0.21
H 2.4662 0.4759 -4.7551 0.31
H -1.8150 0.3795 -0.2609 -0.12
H 5.3231 -0.8090 1.8871 0.36
H -0.7464 0.8235 -5.5963 0.31
O -2.5967 2.9622 -4.1137 -0.54
H -2.3943 1.4924 2.3356 0.12
C -0.4792 -0.2970 -3.9683 -0.15
H 0.1530 -0.3979 0.7616 -0.57
H 3.6798 0.6434 2.1185 0.44
H 2.3677 2.4541 2.0794 0.12
O -3.3230 -0.8636 -0.1686 -0.32
O 3.8989 1.2724 2.8398 -0.53
H -1.8116 3.2473 -4.5890 0.30
H 1.3679 1.5608 -2.9784 0.15
C -3.3829 1.9424 2.4705 -0.45
H -1.4250 -0.8063 -4.1821 0.47
H -4.3021 0.1682 -1.6517 0.28
C 2.3629 1.0984 -2.9089 -0.22
C 3.4227 -3.3604 -1.5219 -0.68
H 2.9031 -1.3339 0.4888 0.38
H 1.7531 -0.4472 4.4952 0.32
O -1.0662 0.9868 -0.2136 -0.01
H 1.0207 0.6983 -0.2851 0.43
H -1.8098 5.7061 1.4392 0.29
H 1.5974 -2.7533 -1.3775 0.27
H -4.5316 -1.7053 -1.6043 0.38
H 2.0367 1.6509 3.6184 0.08
H -4.0893 1.2346 2.9006 0.32
H 2.9740 1.7107 -2.2472 0.37
C -1.3607 -3.3752 -1.4861 -0.39
C -1.7361 -2.6748 2.4823 -0.05
O -0.0482 -3.2997 -2.0319 -0.48
H 0.2537 4.8451 1.1567 0.38
H -0.6763 -3.3587 3.9876 0.40
O 2.4119 -2.5793 -0.8586 -0.44
C 2.8134 2.1463 3.0306 -0.35
H 3.5005 -3.0815 -2.5779 0.27
O -3.3225 3.0894 3.2955 -0.58
H 3.1756 -4.4220 -1.4516 0.26
H 4.7241 -2.4022 1.4703 0.27
H -1.8772 4.0672 -2.4780 0.31
H -2.0677 -2.9737 -2.2103 0.23
H 0.0150 -0.6774 -0.9181 -0.08
C -0.5788 4.1828 1.3839 -0.38
C 0.0869 0.1503 -0.1984 0.25
H 4.3722 -3.1444 -1.0500 0.25
H -0.0662 -3.7098 -2.9016 0.25
O 0.5873 -2.1069 4.9554 -0.57
O -1.7017 4.8908 1.9360 -0.58
H -0.2980 3.3748 2.0530 0.15
H -0.5899 0.3147 -3.0709 -0.20
H -3.2837 3.0746 -2.1829 0.27
H -3.7650 2.2233 1.4792 0.22
C -2.3348 3.0983 -2.7137 -0.38
H -1.4111 -2.7931 -0.5702 -0.05
C 4.7573 -1.3606 1.1414 -0.77
H 3.2205 3.0165 3.5373 0.34
H -1.6313 -4.3948 -1.2062 0.38
O 3.0208 0.9890 -4.1597 -0.57
H 5.2071 -1.2409 0.1603 0.26
O -0.0520 0.5821 -4.9845 -0.58
H 0.4147 -0.7514 3.3330 -0.26
O -1.1966 -3.7098 3.2509 -0.61
H -1.6573 2.3120 -2.3749 0.03
H -0.9228 3.6652 0.4779 0.13
H 0.0137 -0.1826 4.8735 0.31
H -0.9308 -2.0541 2.0553 -0.25
H -3.1283 -1.0407 -2.2329 -0.15
C -3.8906 -0.8234 -1.4796 -0.35
H 2.2169 0.1264 -2.4201 0.04
H 0.2502 -1.0935 -3.8296 0.08
H -2.3661 -2.0091 3.0828 0.31
C 0.7429 -0.8282 4.3773 -0.04
H -2.3049 -3.0426 1.6326 0.22
H -2.9319 3.8126 2.7695 0.39
```

The energy comes out at -40936.356 eV. As for the energy above the lowest of the compared OMol25 structures with the same formula, charge and spin: 160.7 kJ/mol. For the gap between HOMO and LUMO, the calculation gives 9.7 eV.